The following is a DFT calculation (ωB97M-V/def2-TZVPD) of a 10-piece molecular cluster, C4H26N2O11 overall.

Last column: Löwdin charge in e.
CARTESIAN COORDINATES (ANGSTROEM)
O: -1.056 0.421 -3.866  -0.05
O: 0.152 2.917 2.763  0.06
O: -1.738 0.540 -0.909  0.07
O: -0.512 -3.096 3.969  -0.08
O: -2.078 3.071 -3.238  -0.07
O: 0.540 2.846 -2.179  -0.06
O: 0.325 -1.856 0.597  -0.05
O: 2.909 -1.173 -0.287  -0.07
O: 3.624 1.661 -0.800  -0.05
O: 2.658 -2.072 2.534  -0.06
O: 3.702 -1.908 -2.850  -0.06
N: -2.632 -0.273 2.673  0.07
N: -3.078 -1.123 -0.149  0.16
C: -0.845 1.031 1.755  -0.12
C: -2.306 0.471 1.499  -0.31
C: -0.704 2.480 2.040  -0.27
C: -2.217 -0.025 0.041  -0.49
H: -1.223 3.073 1.240  0.14
H: -0.081 2.400 -2.759  -0.02
H: -0.311 0.459 2.537  0.12
H: 3.060 -1.231 -3.069  0.03
H: 3.831 1.325 -1.672  0.03
H: -1.799 2.434 -3.925  0.02
H: 0.616 3.767 -2.432  0.03
H: -0.243 0.814 0.847  0.12
H: 3.214 -1.881 3.296  0.05
H: -3.202 -1.553 -1.044  0.10
H: 3.542 -0.576 0.141  0.04
H: 3.689 2.612 -0.723  0.04
H: -0.752 -0.253 -4.480  0.05
H: 3.294 -2.739 -2.609  0.03
H: -3.119 -1.667 0.692  0.07
H: 0.460 -3.117 3.839  0.04
H: 3.207 -2.015 0.092  0.05
H: -1.925 -0.952 2.918  0.07
H: -2.881 1.429 1.411  0.16
H: -0.885 -3.606 3.235  0.03
H: -1.517 -0.020 -3.141  0.02
H: -0.458 -2.193 0.156  0.03
H: -2.955 2.815 -2.943  0.04
H: 0.939 -1.297 0.123  0.00
H: -3.554 -0.691 2.498  0.09
H: 2.310 -1.245 2.180  0.02

Its multiplicity is 1. The value obtained for the lowest unoccupied orbital energy is -0.004 eV. As for the SMILES: NC(=O)[C@@H](N)CC=O.O.O.O.O.O.O.O.O.O.


The following is a DFT calculation (ωB97M-V/def2-TZVPD) of one molecule with the formula C2H4INS2.

Last column: Löwdin charge in e.
CARTESIAN COORDINATES (ANGSTROEM)
I: -0.195 0.887 2.957  0.71
S: -0.797 -1.642 -0.715  0.73
S: 1.491 0.583 -1.533  0.81
N: 0.181 -0.196 1.306  -0.59
C: -0.669 -0.045 0.188  -0.99
C: 0.215 0.964 -0.497  -0.52
H: -1.692 0.305 0.337  0.07
H: 0.985 -0.614 -1.905  -0.16
H: 0.231 -2.194 -0.070  -0.12
H: 0.250 1.953 -0.067  0.05

Its multiplicity is 1. The value obtained for the lowest unoccupied orbital energy (alpha / beta) is -0.669 / -0.512 eV.


The following is a DFT calculation (ωB97M-V/def2-TZVPD) of C47H51BN6OP2RuS2Si as an isolated structure.

Last column: Mulliken spin population.
CARTESIAN COORDINATES (ANGSTROEM)
Ru: 0.600 0.324 0.383  0.64
S: 2.667 -0.659 -0.505  0.05
S: 2.094 2.149 1.117  -0.01
P: -1.881 0.075 -0.385  -0.05
P: -0.846 2.236 0.886  -0.03
Si: 0.066 -1.318 3.005  -0.01
O: 0.072 -1.676 -1.770  0.02
N: 4.629 1.067 1.206  0.00
N: 4.398 2.649 -0.261  0.00
N: -2.322 1.360 0.714  0.02
N: 0.148 -1.311 1.194  0.29
N: 4.156 -1.360 1.754  0.00
N: 3.549 -3.051 0.539  -0.01
C: 1.740 -2.235 -4.971  0.00
C: -0.634 -2.237 -5.331  0.00
C: 3.827 3.748 -1.028  0.00
C: -3.189 -1.125 0.004  0.02
C: -1.781 5.297 -1.651  0.00
C: 3.761 1.931 0.684  0.00
C: 1.540 -2.009 -3.613  0.00
C: -0.855 3.365 -0.540  -0.01
C: -0.842 -2.015 -3.977  0.00
C: -1.745 4.866 4.530  0.00
C: -5.136 -3.068 0.489  0.00
C: -1.907 1.538 -4.187  0.00
C: -3.760 1.120 -2.153  0.00
C: 3.047 -3.858 -0.565  0.01
C: -0.205 -2.722 -0.918  0.00
C: 0.107 3.268 -1.541  0.01
C: 5.708 2.223 -0.336  0.00
C: -3.282 -2.258 -0.805  -0.01
C: -0.435 4.703 4.097  0.00
C: -1.644 -1.837 3.541  0.02
C: -0.755 -4.891 0.735  -0.03
C: -4.250 -3.220 -0.570  0.01
C: -4.089 -0.976 1.056  0.00
C: 4.300 -3.553 1.576  0.00
C: -0.770 -5.063 -0.636  0.07
C: -1.797 4.393 -0.601  0.00
C: 0.658 -2.362 -5.829  0.00
C: -0.164 3.913 2.992  0.00
C: -5.056 -1.945 1.296  0.00
C: -2.785 4.250 3.852  0.00
C: 4.670 -2.497 2.330  0.00
C: 3.445 -1.707 0.672  -0.01
C: -0.807 5.199 -2.637  0.00
C: 1.412 -2.410 3.674  0.01
C: 0.339 0.354 3.745  0.00
C: -0.451 -3.649 1.258  0.05
C: 0.249 -1.915 -3.128  0.00
C: -2.424 0.752 -1.971  0.00
C: 0.132 4.180 -2.586  0.00
C: -4.158 1.708 -3.340  0.00
C: -0.168 -2.509 0.484  0.00
C: -1.505 0.960 -2.988  0.00
C: -0.483 -3.977 -1.445  -0.04
C: 5.843 1.237 0.575  0.00
C: -1.211 3.289 2.307  0.02
C: -3.229 1.915 -4.359  0.00
C: -2.525 3.457 2.742  0.00
B: 4.390 0.070 2.381  0.00
H: 2.303 -1.802 3.834  0.00
H: 3.650 -3.695 -1.457  0.00
H: -5.888 -3.822 0.682  0.00
H: 0.426 0.203 4.828  0.00
H: -0.484 1.053 3.590  0.01
H: 0.883 4.094 -3.362  0.00
H: 4.440 3.909 -1.911  0.00
H: -0.470 0.673 -2.842  -0.01
H: 5.274 -2.451 3.219  0.00
H: -2.520 6.086 -1.694  0.00
H: -1.846 -1.905 -3.587  0.00
H: -2.593 -2.398 -1.624  0.00
H: 0.376 5.187 4.625  0.00
H: -0.423 -3.555 2.332  0.01
H: -2.519 0.942 1.623  0.00
H: -0.481 -4.109 -2.518  0.00
H: -0.779 5.923 -3.441  0.00
H: 3.104 -4.904 -0.274  0.00
H: 2.812 3.498 -1.320  0.00
H: -2.548 4.487 0.174  0.00
H: 1.675 -3.229 3.002  0.00
H: 6.700 0.640 0.833  0.00
H: -2.380 -1.545 2.792  -0.01
H: 0.840 2.474 -1.508  0.00
H: -1.485 -2.311 -5.995  0.00
H: 4.516 -4.603 1.670  0.00
H: 0.857 3.775 2.665  0.00
H: -4.084 -0.101 1.692  0.00
H: 2.750 -2.314 -5.354  0.00
H: -5.749 -1.814 2.117  0.00
H: 6.411 2.656 -1.025  0.00
H: 3.426 0.390 3.018  0.00
H: -5.191 2.001 -3.478  0.00
H: -1.895 -1.342 4.483  0.00
H: -0.970 -5.717 1.401  0.00
H: 1.261 0.816 3.411  0.00
H: -3.342 2.987 2.209  0.00
H: -1.189 1.688 -4.983  0.00
H: 1.127 -2.845 4.637  0.00
H: 2.019 -3.603 -0.776  0.00
H: 2.372 -1.883 -2.931  0.00
H: -1.756 -2.911 3.696  0.00
H: -4.483 0.947 -1.364  0.00
H: -3.806 4.383 4.186  0.00
H: -3.543 2.375 -5.287  0.00
H: -1.955 5.473 5.401  0.00
H: 5.403 0.014 3.035  0.00
H: -1.006 -6.021 -1.080  0.00
H: -4.312 -4.086 -1.216  0.00
H: 0.818 -2.551 -6.883  0.00
H: 3.799 4.658 -0.430  0.00

Its multiplicity is 2. The value obtained for the lowest unoccupied orbital energy (alpha / beta) is -2.690 / -3.259 eV. As for the charge: +1.


The following is a DFT calculation (ωB97M-V/def2-TZVPD) of C20H31BN4O5PPt as an isolated structure.

Last column: Löwdin charge in e.
CARTESIAN COORDINATES (ANGSTROEM)
Pt: -0.479 -0.151 0.068  1.00
P: -2.626 0.460 -0.248  0.56
O: 0.264 2.282 -1.563  0.10
O: -3.692 0.211 0.916  -0.29
O: -3.179 -0.287 -1.532  -0.31
O: -0.055 2.849 0.632  0.12
O: -2.959 1.978 -0.585  -0.28
N: 1.406 -0.549 0.397  0.01
N: 0.213 -4.343 0.509  -0.16
N: -0.910 -2.291 0.342  0.00
N: 0.165 -3.183 -1.502  -0.15
C: -3.200 2.953 0.453  -0.06
C: 4.581 -0.762 -2.182  -0.01
C: 3.383 -0.224 -2.665  -0.04
C: -0.598 -2.417 -2.471  -0.04
C: 0.715 6.236 -0.598  -0.08
C: 4.722 -1.201 -0.865  -0.04
C: -0.205 -3.253 -0.201  -0.45
C: 2.302 -0.130 -1.827  0.01
C: 0.202 -4.287 1.961  -0.05
C: 0.387 5.277 0.360  0.01
C: -4.494 -0.001 -2.054  -0.06
C: 0.454 3.641 -1.415  -0.20
C: 3.654 -1.092 -0.008  0.03
C: 0.101 -5.688 -0.045  -0.04
C: 0.906 5.893 -1.932  -0.08
C: 0.262 3.983 -0.089  -0.20
C: -3.630 -0.951 1.751  -0.10
C: 0.778 4.575 -2.370  0.01
C: 2.404 -0.574 -0.467  -0.40
C: 1.378 -3.797 -2.010  -0.05
B: -0.074 1.807 -0.289  -0.73
H: 1.365 0.307 -2.149  0.09
H: -0.718 -6.223 0.442  0.10
H: -0.793 -4.481 2.380  0.10
H: -3.141 3.924 -0.030  0.10
H: -2.440 2.885 1.229  0.09
H: 3.323 0.122 -3.688  0.12
H: -0.052 -1.526 -2.792  0.08
H: -4.492 -0.905 2.409  0.10
H: 1.157 6.665 -2.647  0.11
H: 0.824 7.268 -0.295  0.11
H: 1.024 -6.247 0.116  0.10
H: 1.964 -3.040 -2.537  0.08
H: -1.543 -2.101 -2.042  0.06
H: 0.876 -5.054 2.339  0.10
H: -4.749 -0.826 -2.714  0.09
H: -4.467 0.932 -2.611  0.09
H: 0.240 5.531 1.400  0.12
H: 1.161 -4.603 -2.715  0.10
H: 5.431 -0.830 -2.851  0.12
H: -1.272 -2.558 1.246  0.04
H: -4.189 2.799 0.876  0.09
H: 0.556 -3.316 2.301  0.09
H: 0.921 4.300 -3.406  0.12
H: 5.667 -1.604 -0.527  0.12
H: 3.712 -1.398 1.028  0.12
H: -0.787 -3.040 -3.349  0.10
H: -2.716 -0.936 2.346  0.08
H: -3.675 -1.860 1.150  0.08
H: -0.107 -5.648 -1.109  0.08
H: 1.974 -4.191 -1.191  0.09
H: -5.222 0.066 -1.248  0.09

Its multiplicity is 1. The value obtained for the lowest unoccupied orbital energy is -5.041 eV. As for the charge: +1.


Sequential relative energy (zero: lowest compared OMol25 entry of this formula, charge and spin) output: 63.1; 48.5; 6.7; 0.0 kcal/mol